No. 1
{"formula": "CH4NO3", "method": "the ωB97M-V functional and the def2-TZVPD basis", "charge": -1, "homo_lumo_gap_ha": 0.2322, "e_homo_ev": -2.837, "e_lumo_ev": 3.481, "elements": ["N", "C", "O", "O", "H", "H", "H", "H", "O"], "xyz": [[0.15495, -0.30161, -0.25002], [-1.23034, -0.64954, -0.14005], [-1.87407, -0.36997, -1.40343], [-1.88613, -1.18378, 0.77711], [0.51358, -0.41927, 0.83065], [0.23635, 0.77930, -0.57815], [-1.33285, -1.19179, -1.46804], [3.29493, 1.89031, 0.97203], [2.12357, 1.44635, 1.25989]]}

---

No. 2
{"formula": "CH4NO3P", "method": "the ωB97M-V functional and the def2-TZVPD basis", "homo_lumo_gap_ha": 0.3697, "e_homo_ev": -9.674, "e_lumo_ev": 0.385, "elements": ["C", "N", "O", "O", "O", "P", "H", "H", "H", "H"], "xyz": [[0.01950, -1.27238, -0.76529], [0.86085, 1.56643, 0.22277], [-1.57026, -0.56153, 1.56661], [0.64753, 0.62775, 1.34921], [-0.48793, 1.70803, -0.36655], [-0.49388, -0.18270, 0.65539], [-0.78505, -1.32483, -1.63588], [0.76171, -0.72517, -1.24816], [0.06737, -2.22626, -0.48461], [0.98015, 2.39067, 0.70651]]}

---

No. 3
{"formula": "CH4NO3P", "method": "the ωB97M-V functional and the def2-TZVPD basis", "homo_lumo_gap_ha": 0.3963, "e_homo_ev": -10.297, "smiles": "[H]/N=C/P(=O)(O)O", "e_lumo_ev": 0.485, "elements": ["H", "N", "C", "P", "O", "O", "O", "H", "H", "H"], "xyz": [[2.36602, 0.59915, 0.87217], [1.49538, 0.22138, 1.00526], [0.76030, 0.19459, -0.06330], [-0.89542, -0.55473, -0.25036], [-0.70537, -1.84122, -0.89552], [-1.56402, -0.36626, 1.16716], [-1.75698, 0.32337, -1.28434], [1.12754, 0.39731, -1.13762], [-2.09172, -1.05815, 1.43109], [-1.63066, -0.00006, -2.20298]]}

---

No. 4
{"formula": "CH4NO3PS", "method": "the ωB97M-V functional and the def2-TZVPD basis", "charge": -2, "homo_lumo_gap_ha": 0.2134, "e_homo_ev": 0.631, "e_lumo_ev": 6.436, "elements": ["C", "N", "O", "O", "O", "P", "S", "H", "H", "H", "H"], "xyz": [[-0.53597, 0.69867, -0.09880], [2.86762, -1.00855, 0.40813], [-2.86210, -0.56167, 1.15687], [-1.75410, 1.56211, 0.14676], [-2.88414, -0.18369, -1.37103], [-2.25240, 0.03422, -0.06296], [2.81132, 0.48966, -0.47495], [0.17062, 0.68544, 0.70675], [-0.00689, 0.94753, -0.98920], [2.56800, -1.69578, -0.23681], [1.87803, -0.96795, 0.81525]]}

---

No. 5
{"formula": "CH4NO3PS2", "method": "the ωB97M-V functional and the def2-TZVPD basis", "homo_lumo_gap_ha": 0.3481, "e_homo_ev": -9.092, "smiles": "NC(=S)OP(O)(O)=S", "e_lumo_ev": 0.380, "elements": ["N", "C", "S", "O", "P", "O", "O", "S", "H", "H", "H", "H"], "xyz": [[-1.60950, -0.69305, -1.33915], [-0.64955, -0.61621, -0.38352], [-0.56621, -1.76518, 0.81434], [0.24102, 0.34472, -0.22048], [1.79202, -0.06178, 0.21125], [2.15211, 1.50130, -0.10170], [1.96703, -0.15992, 1.80582], [2.72498, -1.28199, -0.95615], [-1.55966, 0.00809, -2.15759], [-2.08709, -1.56257, -1.27300], [3.00417, 1.48676, -0.53304], [1.54705, -1.00623, 2.03789]]}

---

No. 6
{"formula": "CH4NOP", "method": "the ωB97M-V functional and the def2-TZVPD basis", "homo_lumo_gap_ha": 0.3923, "e_homo_ev": -9.734, "smiles": "O=CNP", "e_lumo_ev": 0.941, "elements": ["O", "C", "N", "P", "H", "H", "H", "H"], "xyz": [[-1.66375, 0.35963, 0.50786], [-0.57384, 0.90047, 0.71726], [0.62523, 0.42991, 0.11805], [0.62884, -1.04565, -1.05999], [-0.42180, 1.74559, 1.27154], [1.43053, 0.94929, -0.01747], [0.68078, -2.15331, -0.19233], [-0.70598, -1.18593, -1.34492]]}

---

No. 7
{"formula": "CH4NP", "method": "the ωB97M-V functional and the def2-TZVPD basis", "homo_lumo_gap_ha": 0.3297, "e_homo_ev": -8.333, "smiles": "N=C=[PH3]", "e_lumo_ev": 0.639, "elements": ["N", "C", "P", "H", "H", "H", "H"], "xyz": [[2.00961, 0.13580, 0.05579], [1.00639, 0.15412, -0.61999], [-0.96432, 0.13821, 0.03966], [2.19365, 0.54590, 0.96283], [-1.47399, 0.03165, -1.26219], [-2.12723, 0.12810, 0.88066], [-0.64411, -1.13378, -0.05676]]}

---

No. 8
{"formula": "CH4NaO2", "method": "the ωB97M-V functional and the def2-TZVPD basis", "spin_multiplicity": 2, "s_squared": 0.7571, "homo_lumo_gap_ha": [0.2377, 0.2541], "e_homo_ev": [-7.405, -7.856], "e_lumo_ev": [-0.935, -0.943], "elements": ["H", "O", "Na", "O", "C", "H", "H", "H"], "xyz": [[2.25020, -0.93859, -1.27023], [1.53342, -0.59136, -0.27596], [1.40293, -1.33138, 1.81918], [-0.37630, -0.59475, -0.04120], [-1.05024, 0.61818, -0.04838], [-2.05428, 0.43269, -0.46720], [-1.16011, 1.03877, 0.96774], [-0.54563, 1.36643, -0.68395]]}

---

No. 9
{"formula": "CH4O2PS", "method": "the ωB97M-V functional and the def2-TZVPD basis", "charge": -1, "homo_lumo_gap_ha": 0.2851, "e_homo_ev": -3.844, "smiles": "C[P@]([O-])(O)=S", "e_lumo_ev": 3.914, "elements": ["C", "P", "O", "O", "S", "H", "H", "H", "H"], "xyz": [[0.05862, -0.49650, 0.36711], [-0.26883, 1.36569, 0.39217], [-1.75351, 1.67356, 0.29352], [0.57528, 1.69796, -1.08703], [0.81241, 2.39247, 1.79931], [-0.80701, -0.84037, 0.92426], [0.18038, -0.99739, -0.58840], [0.98630, -0.75191, 0.97624], [1.18332, 2.44171, -0.99506]]}

---

No. 10
{"formula": "CH4O2S", "method": "the ωB97M-V functional and the def2-TZVPD basis", "homo_lumo_gap_ha": 0.3735, "e_homo_ev": -10.008, "smiles": "O=CO.S", "e_lumo_ev": 0.157, "elements": ["O", "C", "O", "H", "H", "S", "H", "H"], "xyz": [[1.19986, 1.66979, 1.17302], [0.46866, 0.72540, 1.02961], [-0.74208, 0.72891, 1.59831], [0.85917, -0.14566, 0.47276], [-0.82676, 1.57908, 2.04962], [-0.55055, -1.37579, -1.90952], [-1.05008, -1.74581, -3.12370], [0.64179, -1.43593, -1.29010]]}

---

No. 11
{"formula": "CH4O4", "method": "the ωB97M-V functional and the def2-TZVPD basis", "homo_lumo_gap_ha": 0.3973, "e_homo_ev": -10.049, "smiles": "O=CO.OO", "e_lumo_ev": 0.762, "elements": ["O", "C", "O", "H", "H", "O", "O", "H", "H"], "xyz": [[1.29882, -1.07943, -0.05004], [1.86246, -0.02332, -0.00780], [1.19702, 1.16207, 0.09222], [2.83592, 0.27005, -0.15409], [0.21565, 0.96265, 0.24192], [-1.97643, -0.97416, 0.19946], [-1.79735, 0.35346, 0.04512], [-1.05753, -1.38915, 0.12837], [-2.57857, 0.71782, -0.49517]]}

---

No. 12
{"formula": "CH4O4P", "method": "the ωB97M-V functional and the def2-TZVPD basis", "charge": -1, "homo_lumo_gap_ha": [0.3297, 0.3296], "e_homo_ev": [-4.816, -4.814], "e_lumo_ev": [4.156, 4.156], "elements": ["C", "O", "O", "O", "O", "P", "H", "H", "H", "H"], "xyz": [[-0.36616, 0.55346, 0.69871], [1.16621, 0.34405, -1.39070], [2.07634, -0.54532, 0.87983], [-2.13191, -0.78039, 0.09125], [-0.42988, 1.63669, 0.02760], [1.00052, -0.50679, -0.15296], [-0.46591, 0.62783, 1.75248], [-1.63092, -0.68113, -0.69881], [0.13275, 1.28540, -0.77590], [0.64895, -1.93380, -0.43149]]}

---

What did we get for ΔE to the lowest compared entry with this formula, charge and spin? Answer: 522.74 506.12 29.29 248.76 25.48 111.02 229.86 0.00 39.66 146.97 342.13 196.00 kJ/mol, in the order shown.